# 1
The following is a DFT calculation (ωB97M-V with the def2-TZVPD basis set) of an isolated molecule of C11H15NO4S.

XYZ file:
```
32
Properties=species:S:1:pos:R:3
C 4.77 0.88 0.03
H 5.36 1.71 0.43
O 3.46 1.10 0.49
C 2.50 0.20 0.15
C 1.23 0.43 0.65
C 0.15 -0.41 0.38
C 0.33 -1.52 -0.44
C 1.63 -1.75 -0.94
C 2.69 -0.92 -0.66
H 3.66 -1.16 -1.08
H 1.76 -2.62 -1.56
O -0.54 -2.45 -0.87
C -1.91 -2.45 -0.52
H -2.06 -2.56 0.56
H -2.34 -3.31 -1.04
H -2.40 -1.53 -0.85
S -1.35 0.17 1.17
O -1.04 1.36 1.91
O -2.04 -0.87 1.88
N -2.33 0.59 -0.15
C -1.84 1.75 -0.84
C -0.95 1.52 -2.02
C -2.35 2.02 -2.22
H -2.50 3.05 -2.51
H -3.08 1.34 -2.62
H -0.13 2.19 -2.18
H -0.75 0.50 -2.30
H -1.62 2.59 -0.19
H -3.28 0.70 0.18
H 1.05 1.28 1.28
H 4.82 0.90 -1.07
H 5.18 -0.06 0.39
```

Summary:
Relative energy (zero: lowest compared OMol25 entry of this formula, charge and spin) = 3.246 eV
Energy = -32163.13774 eV
Frontier orbital gap = 8.945 eV
Structure (SMILES) = COc1ccc(OC)c(S(=O)(=O)NC2CC2)c1

# 2
The following is a DFT calculation (ωB97M-V with the def2-TZVPD basis set) of an isolated molecule of C11H15OP in a non-equilibrium geometry.

XYZ file:
```
28
Properties=species:S:1:pos:R:3
C -0.16 -1.33 2.35
C 1.15 1.05 -0.18
C -0.35 -2.02 3.31
C 1.33 1.50 -1.36
C -0.11 -0.48 1.21
C 0.96 0.36 1.01
C -0.45 1.74 -3.91
C 0.88 3.45 -5.00
C -1.85 -4.45 5.52
C -0.40 -3.03 4.31
C 0.44 2.84 -3.71
O -1.75 -3.21 4.76
P 2.01 2.21 -2.81
H -0.68 -0.67 0.31
H 1.46 0.81 1.80
H -0.07 1.03 -4.63
H -0.57 1.05 -2.99
H -1.51 2.08 -4.25
H 1.26 2.69 -5.74
H 1.50 4.36 -5.05
H -0.01 3.76 -5.58
H -2.82 -4.45 5.85
H -1.20 -4.32 6.26
H -1.63 -5.30 4.95
H 0.38 -2.83 5.02
H -0.16 -3.95 3.85
H 0.03 3.62 -3.09
H 2.37 3.50 -2.24
```

Summary:
Relative energy (zero: lowest compared OMol25 entry of this formula, charge and spin) = 5.052 eV
Energy = -22980.11873 eV
Frontier orbital gap = 7.815 eV
Structure (SMILES) = COCC#C/C=C/C#CPC(C)C

Highest occupied orbital energy across the listed records, respectively: -8.180, -7.936 eV.